{"formula": "C21H46ClF2LiMgN2NaO16S2", "method": "ωB97M-V with the def2-TZVPD basis set", "e_lumo_ha": -0.2549, "orbital_gap_ev": 1.2, "fmax_ha_per_bohr": 0.08422, "charge": 1, "species": ["C", "C", "N", "C", "C", "C", "O", "O", "C", "C", "O", "C", "C", "C", "O", "H", "H", "H", "H", "H", "H", "H", "H", "H", "H", "H", "H", "H", "H", "H", "H", "H", "Li", "C", "O", "O", "O", "H", "Mg", "C", "O", "C", "C", "O", "C", "H", "H", "H", "H", "H", "H", "H", "H", "H", "H", "N", "S", "O", "O", "F", "S", "O", "O", "F", "C", "O", "H", "H", "H", "H", "C", "C", "O", "H", "H", "H", "H", "H", "H", "C", "C", "C", "O", "H", "H", "H", "H", "H", "H", "H", "H", "Cl", "Na"], "coordinates": [[-1.070984, -5.127310, -2.384277], [-1.243620, -3.643966, -2.917733], [-2.026949, -3.478560, -3.981115], [-0.607550, -2.326327, -2.293921], [0.568039, -2.548846, -1.245104], [1.905817, -1.904148, -1.839867], [2.953596, -2.406620, -2.259063], [1.719396, -0.497783, -1.773620], [0.736789, -0.162281, -0.730831], [0.437497, -1.558277, 0.031699], [-0.904733, -1.590396, 0.566560], [-0.908888, -2.108342, 1.911768], [-0.629452, -3.681390, 1.954293], [-1.320754, -4.441680, 3.188460], [-1.036992, -4.384114, 0.744479], [-1.958629, -5.402151, -1.725090], [-1.151866, -5.809905, -3.307687], [-0.064321, -5.351637, -1.915274], [-2.025320, -2.446804, -4.141785], [-1.479428, -1.704002, -1.887602], [-0.176416, -1.727387, -3.176002], [0.882369, -3.597851, -0.951364], [1.166490, 0.692577, -0.123682], [-0.211806, 0.193706, -1.268399], [1.265351, -1.666524, 0.825131], [-1.919384, -1.886565, 2.415852], [-0.114722, -1.549124, 2.548288], [0.491761, -3.832938, 2.061111], [-0.656818, -4.511456, 4.117538], [-1.523129, -5.523727, 2.829921], [-2.308565, -3.901172, 3.397442], [-2.011582, -4.367839, 0.658937], [-0.166274, -2.142601, -4.856892], [-5.655655, -1.922593, -3.688111], [-5.832800, -2.803305, -4.566103], [-4.431016, -2.036666, -3.100217], [-6.397271, -1.004224, -3.296776], [-4.196509, -2.812488, -3.651559], [-2.006462, -7.376264, 2.935181], [-0.021246, 3.441462, -0.301313], [-1.210109, 2.767795, -0.708171], [-2.343247, 3.139321, 0.060608], [-3.217884, 4.156487, -0.683196], [-2.550711, 5.386029, -0.861968], [-2.006061, 5.533788, -2.169970], [0.726346, 3.312134, -1.086245], [-0.185396, 4.511021, -0.152092], [0.356042, 2.992711, 0.621596], [-2.042095, 3.528518, 1.038852], [-2.927647, 2.229927, 0.225719], [-4.103908, 4.361828, -0.077229], [-3.564766, 3.721809, -1.697027], [-2.805606, 5.776409, -2.875478], [-1.484206, 4.632134, -2.502013], [-1.294322, 6.357338, -2.149929], [4.074127, -1.467033, 4.309463], [4.802765, -0.073550, 4.194446], [4.643899, 0.845750, 5.295262], [4.905257, 0.515204, 2.878315], [6.308304, -0.552955, 4.422323], [2.520188, -1.326187, 4.151061], [1.787432, -2.512912, 4.538343], [2.008757, -0.667390, 2.965137], [2.110750, -0.317635, 5.310568], [5.333824, 3.789750, 1.868285], [6.080467, 4.893696, 2.365395], [4.532451, 3.561663, 2.570183], [4.901563, 4.045775, 0.895787], [5.984720, 2.918670, 1.769946], [6.781365, 5.073897, 1.728400], [1.121518, -12.266370, 5.066517], [0.288560, -11.023947, 4.820975], [1.106083, -9.860895, 4.890917], [1.601863, -12.217907, 6.046646], [0.503739, -13.166211, 5.020653], [1.919880, -12.349985, 4.323500], [-0.493585, -10.933509, 5.577261], [-0.186780, -11.060880, 3.834984], [1.789405, -9.944178, 4.213893], [-0.974613, 10.130203, -2.655326], [0.127867, 9.182593, -3.100979], [0.919017, 9.760973, -4.267132], [-0.443482, 7.939000, -3.489713], [-1.687807, 10.308825, -3.466595], [-1.539611, 9.697383, -1.827200], [-0.564454, 11.091321, -2.333841], [0.801311, 8.982971, -2.263950], [0.270966, 9.926997, -5.135981], [1.701566, 9.064113, -4.584477], [1.385657, 10.710955, -3.990999], [-1.042692, 8.102781, -4.230972], [-5.026130, 4.093054, -2.209647], [2.231455, 11.608239, -5.288174]], "atomic_forces_ev_per_a": [[-0.14, 0.07, -1.15], [-1.09, -0.29, -1.30], [2.79, 0.38, 1.90], [-0.04, -1.11, 0.36], [2.21, 0.84, 0.65], [1.19, 0.31, -0.20], [-3.60, 1.41, 0.93], [0.24, -1.72, 0.55], [-1.00, -0.18, -0.34], [-0.01, 0.85, -1.16], [1.56, -0.06, 0.45], [-0.06, -0.07, 1.56], [0.40, -0.65, 0.84], [0.22, 0.90, -0.26], [-0.16, 0.67, 0.41], [1.38, 0.50, -0.62], [0.00, 1.15, 1.32], [-1.45, 0.54, -0.24], [-0.94, -0.39, 0.09], [1.25, -0.90, -0.36], [-0.43, -0.25, 1.49], [-1.15, 1.16, -0.51], [-0.49, -1.34, -0.52], [1.22, -0.38, 0.94], [-1.35, -0.29, -1.11], [1.27, -0.24, -1.20], [-1.20, -1.10, -1.01], [-1.35, 0.08, -0.45], [-1.01, 0.34, -1.27], [0.43, 2.39, 0.41], [1.22, -1.09, 0.03], [0.66, 0.24, 0.24], [-0.18, -0.61, -0.23], [-1.19, 0.36, -0.34], [-0.59, 0.55, 0.08], [1.04, -0.35, 0.06], [0.23, -0.41, -0.32], [0.67, -0.04, 0.58], [-0.24, -1.12, 0.06], [0.18, -0.16, -0.01], [-0.26, 0.45, 0.33], [0.48, -1.66, -1.06], [1.15, 2.59, 2.78], [-0.74, -1.12, -0.55], [0.48, 0.22, -0.02], [-0.12, -0.07, 0.04], [-0.07, -0.01, 0.03], [0.05, 0.13, 0.02], [-0.20, 0.39, -0.12], [-0.08, 0.11, 0.00], [0.31, -0.11, 0.22], [0.38, -0.65, -0.58], [-0.04, -0.08, 0.02], [-0.11, -0.07, 0.06], [-0.17, -0.10, 0.12], [-1.00, 0.07, -0.20], [3.17, 2.95, -0.03], [-0.71, -1.02, -0.72], [-0.86, -0.79, 0.57], [-0.59, -0.71, -0.02], [-2.35, -0.65, 0.61], [1.17, 0.31, -0.57], [0.72, -0.22, 0.21], [0.17, 0.02, -0.21], [0.26, -0.01, -0.10], [0.04, 0.30, -0.04], [0.17, 0.02, 0.01], [-0.12, -0.17, -0.05], [-0.27, -0.15, -0.01], [-0.08, -0.04, 0.22], [-0.02, -0.14, 0.08], [0.37, -0.13, -0.17], [-0.12, 0.28, -0.01], [-0.12, 0.01, -0.04], [0.08, 0.01, -0.02], [-0.11, -0.05, -0.04], [0.11, 0.17, -0.04], [-0.15, -0.15, 0.04], [-0.08, 0.02, 0.17], [-0.01, 0.12, 0.14], [-0.74, 0.13, 0.00], [0.36, -0.28, -0.44], [0.50, 0.20, -0.16], [0.10, 0.02, -0.03], [0.15, 0.04, -0.04], [-0.09, -0.03, 0.03], [-0.05, -0.16, -0.14], [-0.15, 0.05, 0.09], [0.01, -0.01, 0.10], [-0.58, -0.47, 1.08], [-0.04, -0.09, 0.17], [-1.32, -0.15, -1.18], [0.62, 0.64, -0.89]], "mulliken_charge": [-1.082, 1.130, -0.928, -0.749, 0.970, -0.103, -0.596, -0.397, -0.281, -0.278, -0.398, -0.426, 0.193, -0.228, -0.292, 0.203, 0.446, 0.258, 0.266, 0.157, 0.049, 0.466, 0.174, -0.031, 0.483, 0.427, 0.137, 0.224, 0.463, -0.620, 0.392, 0.281, 0.968, 0.630, -0.648, -0.388, -0.593, 0.328, 0.062, -0.959, -0.210, -0.440, -0.522, -0.318, -0.555, 0.252, 0.471, 0.354, 0.388, 0.391, 0.471, 0.350, 0.444, 0.260, 0.150, -0.417, 1.134, -0.618, -0.562, -0.279, 1.137, -0.651, -0.451, -0.276, -0.380, -0.528, 0.172, 0.225, 0.227, 0.289, -1.037, -0.162, -0.514, 0.268, 0.321, 0.329, 0.280, 0.216, 0.295, -1.331, 0.331, -1.424, -0.492, 0.364, 0.324, 0.377, 0.300, 0.578, 0.481, 0.175, 0.334, -0.204, 0.972]}